# 1
80
Properties=species:S:1:pos:R:3 method="wB97M-V/def2-TZVPD" e_above_lowest_kcal_mol=9.7 max_force_ev_per_a=3.2 e_lumo_ev=-1.8 homo_energy_ev=-9.350 homo_lumo_gap_ev=7.577 total_energy_ha=-2599.4235
I 4.021 1.193 0.908
S 2.737 -1.090 -0.576
F 1.898 -2.396 -0.453
O 4.068 -1.483 -0.244
O 2.612 -0.593 -1.903
N -3.341 0.982 -4.877
N -6.507 -4.967 5.487
N 1.904 -0.737 5.922
N 5.397 -5.074 -4.393
N 2.701 8.826 -3.326
N -6.982 -0.823 1.526
N -2.901 2.493 0.738
N 6.977 1.829 -2.778
N 2.639 3.128 -2.559
N 2.262 0.085 0.554
N -3.796 -1.830 3.709
C -0.017 0.469 -0.438
C 7.141 1.004 -1.992
C -1.991 0.557 -1.698
C 4.563 -4.654 -3.720
C -2.928 -2.198 6.147
C 1.298 1.072 -0.033
C -0.808 1.127 -1.348
C 3.408 2.736 -3.323
C 4.388 2.239 -4.283
C -3.417 -1.998 4.783
C -6.725 -0.638 4.119
C 3.197 7.872 -2.915
C -3.976 2.084 0.750
C -2.061 3.261 -4.938
C -1.661 -1.287 -0.283
C -0.470 -0.710 0.079
C -6.037 -5.292 4.487
C 3.067 -1.526 3.717
C 7.349 -0.050 -1.000
C -2.778 1.985 -4.905
C -2.433 -0.638 -1.204
C -5.435 -5.697 3.217
C 2.418 -1.084 4.952
C 3.505 -4.121 -2.862
C 3.827 6.658 -2.394
C -5.331 1.531 0.765
C -6.880 -0.742 2.670
H -2.230 -3.032 6.170
H 4.148 -1.474 3.827
H -5.310 0.534 1.176
H -2.634 1.064 -2.403
H 5.375 2.195 -3.807
H 0.152 -1.220 0.807
H -2.769 4.078 -5.058
H -5.834 -5.087 2.409
H -4.356 -5.566 3.262
H 1.111 1.808 0.753
H -1.942 -2.233 0.158
H -0.503 2.067 -1.786
H -3.764 -2.414 6.810
H 4.107 1.238 -4.607
H 8.368 -0.425 -1.071
H 3.740 6.633 -1.309
H -5.660 -6.743 3.020
H 4.881 6.643 -2.666
H -5.727 1.488 -0.248
H -7.435 -1.297 4.617
H -5.980 2.158 1.375
H -5.714 -0.927 4.396
H 6.651 -0.867 -1.179
H 2.894 -4.936 -2.477
H 7.183 0.347 -0.001
H -6.906 0.386 4.440
H 3.339 5.779 -2.809
H 1.785 1.579 -0.867
H -1.511 3.399 -4.009
H 2.873 -3.441 -3.431
H -3.366 -1.086 -1.515
H -2.420 -1.299 6.491
H 2.781 -2.554 3.498
H 4.425 2.897 -5.150
H 2.761 -0.888 2.891
H 3.946 -3.581 -2.025
H -1.362 3.269 -5.771

# 2
21
Properties=species:S:1:pos:R:3 method="wB97M-V/def2-TZVPD" charge=-1 e_above_lowest_kcal_mol=10.2 max_force_ev_per_a=0.9 e_lumo_ev=3.4 homo_energy_ev=-3.995 homo_lumo_gap_ev=7.372 total_energy_ha=-536.2106
O -1.939 -2.155 -1.973
O -2.621 -0.078 -1.526
O 0.845 1.763 1.168
O 0.633 -0.844 -1.388
C -1.770 -0.919 -1.873
C 0.161 1.095 1.907
C -0.400 -0.336 -2.251
C -0.119 -0.362 1.650
C -0.458 1.700 3.149
C 1.887 -0.830 -2.003
H 0.372 -0.675 0.731
H -0.181 2.750 3.219
H 2.651 -0.424 -1.340
H 1.910 -0.226 -2.909
H -0.391 0.748 -2.176
H -0.180 -0.678 -3.263
H -1.194 -0.522 1.541
H 2.174 -1.849 -2.280
H -1.545 1.622 3.097
H -0.097 1.178 4.037
H 0.262 -0.960 2.483

# 3
61
Properties=species:S:1:pos:R:3 method="wB97M-V/def2-TZVPD" e_above_lowest_kcal_mol=42.8 max_force_ev_per_a=0.6 smiles="CCOc1ccc2ccccc2c1C(=O)NC[C@@H](c1ccc(N(C)C)cc1)N(C)C" e_lumo_ev=0.6 homo_energy_ev=-7.624 homo_lumo_gap_ev=8.272 total_energy_ha=-1285.9911
O -0.967 1.377 -1.852
O -1.750 -2.278 -1.439
N 2.498 3.409 0.773
N 2.778 -3.028 0.696
N -0.532 -1.430 0.273
C 1.828 -2.196 -0.044
C -1.519 -1.383 -0.650
C 2.374 0.124 -0.866
C 1.994 -0.177 1.463
C -1.444 -0.077 -3.765
C 0.386 -2.534 0.416
C -3.881 -1.495 0.896
C -3.502 -0.258 0.329
C -3.921 2.123 0.054
C -5.781 -0.466 1.955
C -2.031 1.085 -1.051
C 2.432 3.988 2.091
C -2.829 2.217 -0.751
C 2.091 -0.730 0.191
C 4.149 -2.648 0.414
C 2.305 4.291 -0.355
C 2.591 -4.439 0.422
C -0.433 0.403 -2.732
C -5.438 0.747 1.425
C 2.131 1.180 1.668
C -4.993 -1.594 1.686
C -4.300 0.881 0.607
C 2.371 2.053 0.597
C 2.511 1.483 -0.675
C -2.351 -0.137 -0.497
H -0.021 -0.445 -2.178
H -0.934 -0.668 -4.521
H 0.392 0.931 -3.220
H 1.906 -2.391 -1.132
H -6.656 -0.564 2.580
H 2.027 1.561 2.672
H 4.813 -3.253 1.030
H 3.095 3.450 2.769
H -2.531 3.156 -1.192
H 1.604 -4.758 0.746
H 2.493 -0.280 -1.861
H 2.738 2.104 -1.526
H 1.809 -0.826 2.307
H 3.333 -5.003 0.985
H 4.297 -1.600 0.668
H 3.206 4.342 -0.976
H -5.273 -2.549 2.106
H 1.470 3.955 -0.977
H 1.416 3.978 2.507
H 2.706 -4.680 -0.647
H 2.775 5.021 2.043
H -6.038 1.624 1.623
H 2.081 5.294 0.001
H -2.201 -0.699 -3.296
H -3.289 -2.372 0.685
H 4.420 -2.795 -0.643
H 0.422 -2.824 1.470
H -0.361 -0.616 0.845
H -1.925 0.774 -4.243
H -0.025 -3.352 -0.177
H -4.518 2.996 0.272

# 4
14
Properties=species:S:1:pos:R:3 method="wB97M-V/def2-TZVPD" charge=+1 e_above_lowest_kcal_mol=21.9 max_force_ev_per_a=5.1 e_lumo_ev="-3.7 / -5.0" homo_energy_ev="-10.954 / -16.183" spin_multiplicity=3 homo_lumo_gap_ev="7.227 / 11.229" total_energy_ha=-378.0725
O 1.599 1.223 1.623
O -1.118 0.629 -1.043
N -0.044 -1.384 -0.560
N 0.984 -1.038 1.708
C 1.362 0.125 1.830
C -1.490 1.876 -1.213
C 0.125 0.063 -0.904
H 1.011 -1.685 2.498
H 0.905 0.639 -0.436
H -0.953 -1.812 -0.660
H 0.682 -1.973 -0.975
H -0.793 2.716 -1.019
H -2.485 2.023 -1.377
H 0.216 -1.403 0.527

# 5
22
Properties=species:S:1:pos:R:3 method="wB97M-V/def2-TZVPD" charge=+1 e_above_lowest_kcal_mol=29.0 max_force_ev_per_a=2.3 smiles="C=C(C)C(=C)CC[NH3+]" e_lumo_ev=-3.4 homo_energy_ev=-12.736 homo_lumo_gap_ev=9.380 total_energy_ha=-329.5613
N 0.364 2.268 0.896
C -0.654 -0.761 1.651
C 1.181 1.446 -0.103
C -1.907 -0.504 -1.186
C -0.516 -1.027 -0.785
C 0.012 -0.587 0.511
C 1.385 0.037 0.505
C 0.160 -1.772 -1.652
H -0.296 -2.228 -2.537
H -0.236 -0.534 2.622
H 1.212 -1.936 -1.746
H 2.208 -0.491 -0.034
H -2.481 0.051 -0.450
H -2.688 -1.268 -1.394
H 0.838 2.546 1.749
H -1.700 -1.011 1.743
H -0.231 1.448 1.186
H -1.761 0.124 -2.080
H 2.128 1.952 -0.337
H 1.926 0.068 1.492
H 0.566 1.352 -1.051
H -0.206 2.992 0.471